# 1
Here is 6 unconnected molecules or ions with the total composition C10H26Cl3NO8 from OMol25. Energies are from ωB97M-V/def2-TZVPD.

```
48
Properties=species:S:1:pos:R:3:mulliken_charge:R:1
C -1.6470 -3.4940 0.8026 -1.762
C -0.8242 -2.4182 0.1188 1.502
C -0.9361 -2.4862 -1.4447 -1.535
C -2.2830 -2.0440 -2.0135 -0.708
C -2.6190 -0.6157 -1.6463 -0.962
C -2.5990 -0.3991 -0.1172 0.938
N -1.3783 -1.0568 0.5268 1.147
O -1.2650 -0.6913 1.6697 -0.328
C -3.8431 -0.9711 0.5491 -1.581
C -2.4972 1.1209 0.1637 -1.493
C 0.6855 -2.4252 0.5874 -1.397
H -2.6404 -3.7482 0.4368 0.299
H -1.7222 -3.2560 1.8666 0.491
H -1.1476 -4.4634 0.8395 0.464
H -0.6950 -3.4612 -1.8664 0.456
H -0.1974 -1.7979 -1.8634 0.487
H -3.0568 -2.7777 -1.7736 0.371
H -2.1084 -2.1645 -3.0844 0.407
H -3.6221 -0.3839 -1.9969 0.496
H -1.7853 -0.0698 -2.0909 0.347
H -3.9525 -2.0525 0.5252 0.272
H -4.6968 -0.4566 0.1096 0.446
H -3.8567 -0.6569 1.5942 0.419
H -2.4593 1.4638 1.1933 0.419
H -3.1559 1.7672 -0.4189 0.383
H -1.5864 1.4291 -0.3503 0.263
H 1.3331 -2.3592 -0.2863 0.367
H 0.8282 -3.4262 0.9906 0.371
H 0.9780 -1.6088 1.2432 0.357
Cl 1.4888 1.7456 0.0720 1.708
O 0.8181 0.8689 -0.8949 -0.673
O 1.3414 0.9662 1.2706 -0.667
O 2.8937 1.9263 -0.2262 -0.638
O 0.7690 2.9916 0.1003 -0.646
O 2.6277 4.6948 -2.0363 -0.602
H 3.2023 4.0181 -1.6680 0.314
H 1.7383 4.3674 -1.8767 0.320
O 3.2736 1.7241 -3.4299 -0.652
H 2.8903 2.0087 -2.5952 0.301
H 2.8602 0.8760 -3.6066 0.297
O 2.5181 5.4386 1.6313 -0.635
H 3.4023 5.1024 1.7972 0.301
H 2.0106 4.6637 1.3736 0.343
C 4.0442 0.4078 3.0443 0.094
Cl 4.8111 -1.0260 3.8267 -0.198
Cl 4.7956 1.9090 3.6835 -0.176
H 4.2705 0.2855 1.9911 0.178
H 2.9937 0.5350 3.2787 0.096
```

## Properties
Highest occupied orbital energy ... -9.986 eV
Orbital gap ... 6.29 eV

# 2
Here is 2 unconnected molecules or ions with the total composition C10H16 from OMol25. Energies are from ωB97M-V/def2-TZVPD.

```
26
Properties=species:S:1:pos:R:3:mulliken_charge:R:1
C -1.0657 0.4350 -1.6927 0.021
C -0.8299 -0.4544 -2.8510 -1.426
C -1.3043 -0.2661 -0.3652 0.342
C -0.7645 -1.5225 -0.2051 0.168
C -1.7341 0.2027 0.8869 -0.372
C -0.6373 -2.3808 0.9429 -0.930
C -1.5131 -0.4862 2.0969 -0.635
C -1.0218 -1.7721 2.1866 -0.189
H -0.2068 1.0508 -1.5006 0.069
H -1.9243 1.0437 -1.9268 0.358
H -1.1524 0.0227 -3.7469 0.412
H -0.4678 -2.0737 -1.1275 0.062
H -1.9798 1.2233 1.1631 0.312
H 0.0108 -3.2382 0.9603 0.344
H -1.8927 -0.1560 3.0513 0.376
H -0.7985 -2.4115 3.0384 0.366
H -1.2962 -1.5027 -2.7133 0.277
H 0.1548 -0.5387 -3.0688 0.424
C 1.5448 1.3745 0.9037 -0.531
C 3.0232 1.7663 0.3652 -0.972
H 1.3807 0.3932 0.5362 0.079
H 1.4840 1.4854 1.9624 0.447
H 0.7865 2.0626 0.4188 0.174
H 2.9842 2.8201 -0.0207 0.235
H 3.4320 1.1508 -0.4637 0.286
H 3.7880 1.7719 1.1695 0.303
```

## Properties
Highest occupied orbital energy ... -9.030 eV
ΔE to the lowest compared entry with this formula, charge and spin ... 2.0335 eV
Orbital gap ... 10.02 eV

# 3
Here is a molecular structure, C10H16AsMoN5O6S from OMol25. Energies are from ωB97M-V/def2-TZVPD.

```
40
Properties=species:S:1:pos:R:3:mulliken_charge:R:1
Mo 0.4665 -0.1210 0.5357 1.955
C -3.8321 -1.5114 -0.9987 -1.059
N -3.5509 -1.5849 0.4563 0.034
C -4.6437 -2.0757 1.3402 -1.048
C -2.4047 -1.1996 0.9232 0.643
N -1.4466 -0.6158 0.1594 -0.363
N -2.1897 -1.3196 2.3058 -0.027
C -1.0033 -1.2974 2.9405 0.578
N -0.9051 -1.5001 4.2189 -0.232
N 0.1346 -1.0937 2.1748 -0.486
H -4.6611 -2.1779 -1.2141 0.348
H -2.9690 -1.8564 -1.5659 0.469
H -4.1183 -0.4940 -1.2728 0.398
H -5.5258 -2.2319 0.7285 0.349
H -4.9001 -1.3226 2.0882 0.454
H -4.3646 -3.0292 1.7904 0.422
H -1.7941 -0.3165 -0.7481 0.095
H -3.0144 -1.5255 2.8624 0.208
H -1.7058 -1.7108 4.8111 0.266
H -0.0119 -1.4372 4.7013 0.285
H 0.8778 -1.7614 2.4137 0.230
O 2.8783 1.3637 -4.8923 -0.498
As 2.1018 1.2446 -3.4097 0.940
O 1.3001 -0.0360 -2.9212 -0.455
O 1.4739 -1.1188 -0.2445 -0.518
C 2.4386 2.8345 -2.4777 0.526
C 3.3445 3.6630 -3.1345 -0.243
C 3.6825 4.9149 -2.6070 -0.756
C 3.0938 5.3476 -1.4419 -0.787
C 2.1636 4.5350 -0.7742 -0.607
C 1.8410 3.2744 -1.2549 0.513
S 0.6635 2.5053 -0.1993 1.774
O -0.1096 3.4714 0.4583 -0.452
O 1.4195 1.5401 0.8146 -0.680
O -0.0967 1.3480 -0.8457 -0.669
H 2.8628 0.5862 -5.4898 0.422
H 3.7941 3.3581 -4.0710 0.551
H 4.3928 5.5377 -3.1368 0.462
H 3.3284 6.3222 -1.0313 0.469
H 1.7001 4.9118 0.1284 0.488
```

## Properties
Highest occupied orbital energy ... -22.314 eV
ΔE to the lowest compared entry with this formula, charge and spin ... 0.0370 eV
Orbital gap ... 6.22 eV
Total charge ... +4

# 4
Here is C5H8N2 in the gas phase from OMol25. Energies are from ωB97M-V/def2-TZVPD.

```
15
Properties=species:S:1:pos:R:3:mulliken_charge:R:1
C -1.2351 -1.1443 0.5706 -0.926
N -0.3016 -0.4469 -0.3366 0.139
C 1.0440 -0.9915 -0.3267 -0.615
C 1.8855 0.0019 0.0235 -0.128
C 1.1766 1.2603 0.1904 -0.812
C -0.1355 1.0044 -0.0919 0.202
N -1.2941 1.4692 -0.5669 -0.709
H -2.2127 -0.6674 0.4715 0.335
H -1.3008 -2.1882 0.2519 0.366
H -0.8936 -1.0915 1.6079 0.291
H 1.1933 -2.0595 -0.3994 0.367
H 2.9594 -0.1173 0.1282 0.415
H 1.6324 2.2387 0.2549 0.361
H -1.3885 2.4658 -0.7037 0.193
H -1.0718 0.1775 -1.1342 0.523
```

## Properties
Highest occupied orbital energy ... -7.042 eV
ΔE to the lowest compared entry with this formula, charge and spin ... 3.7241 eV
Orbital gap ... 8.07 eV

# 5
Here is a molecular structure, C28H42N9O5V from OMol25. Energies are from ωB97M-V/def2-TZVPD.

```
85
Properties=species:S:1:pos:R:3:mulliken_charge:R:1
V -0.0200 -0.3220 -0.1246 0.571
C 6.6192 1.5044 0.2474 -0.728
O 6.1851 1.4929 1.5843 -0.517
C 4.8937 1.0404 1.8082 0.660
C 4.5741 0.6543 3.0980 -0.905
C 3.2913 0.1987 3.3722 -1.347
C 2.2738 0.1028 2.3868 0.849
C 0.9894 -0.4022 2.7005 0.314
C 0.6636 -0.8801 4.0892 -2.284
O 0.0044 -0.4979 1.8323 -0.095
C 2.6278 0.5280 1.0545 0.499
O 1.7539 0.5540 0.0775 1.385
C 3.9248 0.9844 0.8004 -0.372
H 7.6932 1.6867 0.2712 0.262
H 6.1397 2.3011 -0.3338 0.247
H 6.4202 0.5489 -0.2481 0.308
H 5.3317 0.6935 3.8709 0.404
H 3.0653 -0.1197 4.3822 0.347
H 1.2512 -1.7608 4.3817 0.333
H -0.3920 -1.1447 4.1251 0.430
H 0.8569 -0.1211 4.8576 0.472
H 4.1471 1.2537 -0.2247 0.085
C 1.6089 4.7836 -0.4208 -0.784
C 1.4374 3.3032 -0.8406 0.241
N 0.1132 2.8384 -0.4718 0.499
C -0.9046 3.6756 -1.0801 -0.599
C -0.8370 5.1010 -0.4782 -0.651
N 0.3944 5.1564 0.3868 -0.012
C 0.2442 4.2183 1.5575 -1.089
C -0.0308 2.8104 0.9814 0.253
H 1.6393 5.4785 -1.2609 0.291
H 2.4765 4.9508 0.2174 0.374
H 2.1656 2.6573 -0.3542 -0.595
H 1.5640 3.1990 -1.9193 0.393
H -1.8741 3.2260 -0.8880 0.341
H -0.7303 3.7080 -2.1570 0.415
H -1.6816 5.3246 0.1741 0.347
H -0.7352 5.8932 -1.2206 0.327
H 0.5094 6.1011 0.7375 0.275
H -0.5715 4.6084 2.1664 0.331
H 1.1765 4.2741 2.1198 0.424
H -1.0288 2.4682 1.2300 0.711
H 0.6831 2.1012 1.3948 -0.812
C 3.0504 -0.8230 -2.7986 -1.293
C 1.8982 -0.6187 -3.7796 0.211
C 1.2871 0.7785 -3.6352 -1.259
C 0.8913 -1.7657 -3.7633 0.701
C 0.9929 -2.6760 -4.8026 -0.925
C 0.1091 -3.7404 -4.9422 -1.286
C -0.9203 -3.8452 -4.0252 -0.864
C -1.0799 -2.9725 -2.9491 0.515
C -2.3672 -3.2291 -2.1642 0.685
C -3.5463 -2.6374 -2.9504 -1.574
C -2.4770 -2.7823 -0.7174 -1.564
C -0.1245 -1.9214 -2.7472 0.488
N -0.1624 -1.0269 -1.7363 -0.526
H 3.8002 -0.0355 -2.9361 0.482
H 3.5347 -1.7867 -2.9650 0.392
H 2.7088 -0.7811 -1.7696 -0.116
H 2.3347 -0.6528 -4.7868 0.486
H 0.8688 0.9158 -2.6405 -0.215
H 0.4887 0.9333 -4.3669 0.374
H 2.0625 1.5339 -3.8115 0.484
H 1.7843 -2.5336 -5.5331 0.309
H 0.2013 -4.4406 -5.7642 0.304
H -1.6528 -4.6419 -4.1380 0.343
H -2.4875 -4.3208 -2.1681 0.404
H -3.4399 -1.5515 -3.0094 0.306
H -4.4926 -2.8534 -2.4467 0.428
H -3.5923 -3.0273 -3.9688 0.388
H -2.4913 -1.7041 -0.6189 0.072
H -1.6626 -3.1626 -0.1005 0.131
H -3.4156 -3.1652 -0.3026 0.493
N 1.2546 -5.1488 -1.9336 -0.808
N 1.1889 -4.3064 -0.8268 1.363
N 0.3518 -4.4991 0.1650 -1.105
C 0.6458 -3.4513 0.9326 -0.241
N 1.6064 -2.6868 0.4098 0.012
N 1.9532 -3.2628 -0.7208 -0.688
H 0.2946 -5.4432 -2.0842 0.431
H 1.4638 -4.5273 -2.7173 0.387
H 0.1282 -3.2071 1.8442 0.602
O -3.9148 1.2015 0.2518 -0.670
N -2.7252 1.3293 0.0206 -0.024
O -2.0082 0.3263 0.2954 -0.232
```

## Properties
2S+1 ... 4
Highest occupied orbital energy (alpha / beta) ... -1.602 / -3.532 eV
ΔE to the lowest compared entry with this formula, charge and spin ... 0.0000 eV
Orbital gap (alpha / beta) ... 2.73 / 4.65 eV
Total charge ... -1

# 6
Here is a molecular structure, C12H40BNaO12 from OMol25. Energies are from ωB97M-V/def2-TZVPD.

```
66
Properties=species:S:1:pos:R:3:mulliken_charge:R:1
Na 0.2012 1.9751 0.7408 0.756
B -0.7599 -0.6746 0.5283 1.105
H 0.2242 -0.3005 0.2922 -0.604
H -0.8782 -0.8791 1.5812 -0.147
H -1.4917 0.0155 0.1378 -0.395
H -0.9608 -1.5770 -0.0281 -0.294
C -5.1305 2.4567 -2.7155 -0.823
C -3.8751 1.4790 -2.5088 0.067
O -3.1506 1.9064 -1.3564 -0.529
O -4.7944 3.8195 -3.0278 -0.505
H -5.5949 2.3852 -1.7320 0.328
H -5.8209 2.2442 -3.5318 0.378
H -3.2811 1.5844 -3.4166 0.224
H -4.2564 0.4594 -2.5665 0.241
H -2.2976 1.4713 -1.2877 0.189
H -4.5913 3.7336 -3.9621 0.303
C -2.8698 -2.2305 3.3936 -0.247
C -2.6246 -3.4368 2.4974 -0.466
O -1.3892 -3.3540 1.7924 -0.534
O -2.8363 -1.0406 2.6538 -0.653
H -1.9322 -2.0869 3.9305 0.216
H -3.8243 -2.2611 3.9191 0.317
H -3.5174 -3.5320 1.8794 0.252
H -2.5705 -4.4131 2.9791 0.354
H -1.5022 -2.5675 1.2536 -0.417
H -1.9820 -0.9378 2.2280 -0.042
C -0.2354 -0.9111 -3.1101 0.001
C -1.4414 -1.7714 -3.0276 -0.649
O -2.3181 -1.3361 -1.9564 -0.516
O 0.6206 -1.2032 -2.0557 -0.763
H -0.6632 0.0882 -3.0297 -0.014
H 0.1713 -1.1700 -4.0876 0.378
H -1.1643 -2.8168 -2.8921 0.284
H -1.9507 -1.7893 -3.9911 0.445
H -1.8275 -1.2989 -1.1321 0.726
H 0.1625 -1.3281 -1.2214 0.877
C 2.3275 -2.1740 3.1397 -0.163
C 2.9446 -3.4142 3.7832 -0.541
O 2.9361 -4.4600 2.8483 -0.521
O 3.2329 -1.6206 2.2116 -0.465
H 2.0265 -1.3787 3.8217 0.377
H 1.4311 -2.4658 2.5925 0.079
H 2.3468 -3.6470 4.6644 0.345
H 3.9945 -3.2409 4.0192 0.311
H 3.4818 -5.1459 3.2399 0.307
H 3.3656 -2.1998 1.4576 0.293
C 1.4154 2.7521 -2.2954 -0.391
C 0.8684 4.0848 -1.8725 -0.703
O 1.0522 4.2104 -0.4834 -0.460
O 0.8696 1.5930 -1.7122 -0.257
H 2.4933 2.7769 -2.1358 0.354
H 1.2243 2.8027 -3.3674 0.355
H -0.1165 4.4935 -2.0982 0.385
H 1.4613 4.8348 -2.3960 0.414
H 1.3123 5.1199 -0.3199 0.257
H 1.1183 0.6967 -1.9497 0.214
C 4.8171 1.4174 0.9141 -0.840
C 3.2550 1.3764 0.7386 0.291
O 2.3704 1.4407 1.8184 -0.609
O 5.3557 2.5982 1.4180 -0.543
H 5.2158 1.3843 -0.0998 0.406
H 5.2301 0.5322 1.3978 0.396
H 2.9676 0.4894 0.1740 0.157
H 2.9938 2.1946 0.0674 0.148
H 2.8503 0.9408 2.4828 0.248
H 5.3107 3.3062 0.7712 0.314
```

## Properties
Highest occupied orbital energy ... -8.766 eV
ΔE to the lowest compared entry with this formula, charge and spin ... 2.9470 eV
Orbital gap ... 8.40 eV